Below is a structure of composition C26H27Br2CaN5O3, with properties calculated with wB97M-V/def2-TZVPD.

Its total charge is +2. The energy relative to the best compared isomer or geometry (same formula, charge and spin) is 43.1 kJ/mol. The value obtained for the LUMO energy is -5.15 eV. The HOMO-LUMO gap comes out at 8.988 eV.

Cartesian coordinates (Å):
Ca1 -0.3691 0.0075 -0.0768
C1 2.2983 1.7584 0.8686
C2 1.4818 2.4075 -0.0532
C3 0.6116 3.4094 0.3683
C4 0.5599 3.7626 1.7085
C5 1.3777 3.1174 2.6267
C6 2.2459 2.1180 2.2097
H1 2.9912 0.9994 0.5337
H2 1.5443 2.1555 -1.1089
H3 0.0011 3.9339 -0.3549
H4 -0.1015 4.5534 2.0359
H5 1.3520 3.4089 3.6685
H6 2.8986 1.6344 2.9252
Br1 2.7509 -1.6577 -5.8324
C7 1.4414 -1.4223 -4.5127
C8 0.9900 -2.5022 -3.7671
C9 0.0752 -2.2506 -2.7634
N1 -0.4242 -1.0451 -2.4946
C10 -0.0533 -0.0253 -3.2794
C11 0.9078 -0.1653 -4.2752
C12 -0.7553 1.2781 -3.0682
C13 -0.8134 2.2137 -4.0907
C14 -1.5276 3.3859 -3.8750
Br2 -1.6551 4.6703 -5.2305
C15 -2.1522 3.5854 -2.6514
C16 -2.0195 2.6020 -1.6876
N2 -1.3459 1.4695 -1.8825
H7 1.3478 -3.5046 -3.9528
H8 -0.2751 -3.0659 -2.1402
H9 1.2509 0.6797 -4.8526
H10 -0.3522 2.0369 -5.0496
H11 -2.7191 4.4826 -2.4502
H12 -2.4570 2.7307 -0.7043
C17 3.7698 -2.1328 -0.8578
C18 2.3665 -2.0417 -0.3368
O1 1.6872 -1.0161 -0.4634
N3 1.8732 -3.1268 0.2814
C19 0.5546 -3.1570 0.9001
C20 0.4980 -2.4115 2.2128
C21 0.8142 -3.0667 3.3942
C22 0.8106 -2.3559 4.5847
C23 0.4840 -1.0109 4.5528
C24 0.1676 -0.4360 3.3327
N4 0.1718 -1.1143 2.1839
H13 3.9381 -1.3272 -1.5668
H14 3.9596 -3.0924 -1.3372
H15 4.4730 -2.0272 -0.0297
H16 2.4732 -3.9274 0.3976
H17 0.3053 -4.2046 1.0653
H18 -0.1915 -2.7780 0.1951
H19 1.0575 -4.1208 3.3797
H20 1.0555 -2.8444 5.5180
H21 0.4712 -0.4110 5.4514
H22 -0.0999 0.6115 3.2611
N5 -4.8887 -0.7360 1.7963
C25 -4.0449 0.4775 2.0605
C26 -2.7307 0.2735 1.2881
O2 -2.6358 -0.7887 0.6220
O3 -1.8723 1.1660 1.3638
H23 -5.7944 -0.5161 1.3837
H24 -5.0491 -1.3002 2.6293
H25 -4.3098 -1.2875 1.1155
H26 -3.8605 0.5749 3.1266
H27 -4.5591 1.3657 1.7043

Okay, here come the natural (NBO) numbers, in e, for every atom: 1.800, -0.239, -0.307, -0.201, -0.199, -0.215, -0.162, 0.227, 0.220, 0.221, 0.230, 0.229, 0.218, 0.162, -0.039, -0.266, 0.061, -0.515, 0.176, -0.254, 0.178, -0.252, -0.032, 0.170, -0.272, 0.070, -0.549, 0.252, 0.202, 0.247, 0.248, 0.255, 0.216, -0.717, 0.728, -0.768, -0.584, -0.255, 0.195, -0.236, -0.133, -0.233, 0.042, -0.541, 0.255, 0.245, 0.260, 0.421, 0.240, 0.201, 0.233, 0.244, 0.242, 0.223, -0.692, -0.346, 0.757, -0.785, -0.747, 0.445, 0.443, 0.477, 0.255, 0.255